Here is C18H41OP3SSm as an isolated structure at a distorted geometry from the Open Molecules 2025 dataset. Energies are from the ωB97M-V functional and the def2-TZVPD basis.

Properties
**LUMO level (spin up / spin down)**: -11.519 / -11.129 eV
**HOMO (spin up / spin down)**: -15.11 / -15.11 eV

Geometry as ORCA input:
```
! wB97M-V def2-TZVPD RIJCOSX def2/J DEFGRID3
* xyz 3 6
Sm 0.321 -0.207 -0.337
P -1.571 2.088 -0.129
P -2.023 -1.439 0.816
P 1.924 1.647 -1.642
H -0.913 -2.332 -2.094
C 0.143 -2.032 -2.111
C 1.084 -2.528 -1.217
H 0.833 -3.286 -0.460
C -2.701 2.159 -1.594
C -2.840 2.319 1.189
C -0.960 3.829 -0.154
C -1.774 -3.252 0.888
C -2.510 -1.119 2.555
C -3.617 -1.325 -0.071
C 3.280 0.611 -2.300
C 2.861 3.073 -0.990
C 1.038 2.372 -3.072
H 0.442 -1.480 -3.007
H 2.165 -2.362 -1.353
H -3.347 3.048 -1.522
H -3.329 1.259 -1.629
H -2.105 2.220 -2.516
H -3.324 3.297 1.056
H -2.352 2.309 2.172
H -3.612 1.540 1.162
H -1.816 4.513 -0.059
H -0.418 4.067 -1.077
H -0.292 3.988 0.702
H -2.750 -3.746 0.950
H -1.177 -3.506 1.771
H -1.242 -3.601 -0.003
H -3.446 -1.653 2.784
H -2.652 -0.044 2.738
H -1.719 -1.487 3.227
H -4.321 -2.042 0.374
H -3.456 -1.584 -1.126
H -4.035 -0.311 -0.023
H 3.852 1.172 -3.046
H 2.903 -0.312 -2.758
H 3.941 0.335 -1.468
H 3.398 3.589 -1.799
H 3.588 2.713 -0.249
H 2.174 3.771 -0.492
H 1.761 2.784 -3.788
H 0.364 3.167 -2.723
H 0.410 1.628 -3.586
C 2.030 -0.964 -6.744
C 1.460 -0.477 -7.941
C 1.412 -1.304 -9.071
C 1.988 -2.589 -9.026
C 2.695 -2.994 -7.883
C 2.743 -2.176 -6.751
S 1.800 -0.063 -5.278
H 0.916 -0.894 -4.630
H 1.020 0.526 -7.949
H 0.913 -0.948 -9.982
H 1.884 -3.264 -9.887
H 3.194 -3.965 -7.883
H 3.296 -2.458 -5.858
C 1.976 -0.778 2.825
O 1.110 -0.130 1.852
H 2.786 -1.232 2.261
H 1.419 -1.554 3.356
H 2.367 -0.046 3.535
H 0.622 0.594 2.293
*
```